DFT (wB97M-V/def2-TZVPD) results for a structure of composition C64H49BF6N6O4PTl.

Output
highest occupied orbital energy (spin up / spin down): -3.65 / -3.67 eV
spin multiplicity: 2
Kohn-Sham gap (spin up / spin down): 5.25 / 4.62 eV
charge: -1
LUMO level (spin up / spin down): 1.6 / 1.0 eV

Last column: Löwdin charge in e.
Cartesian coordinates (Å):
Tl (0.00324, 0.03142, -0.33657)  1.172
C (-4.76019, 8.88763, 0.81962)  -0.105
O (-4.34384, 7.97741, 1.81442)  -0.092
C (-3.73579, 6.83146, 1.37871)  -0.291
C (-3.32042, 5.94195, 2.36521)  0.008
C (-2.69597, 4.75729, 2.01540)  0.000
C (-2.46831, 4.43354, 0.67340)  -0.215
C (-2.89643, 5.32881, -0.29355)  -0.022
C (-3.52809, 6.52712, 0.04060)  -0.026
C (-1.78220, 3.16469, 0.26911)  -0.105
C (-2.60489, 2.01927, 0.04272)  -0.229
C (-4.03307, 2.02273, 0.19354)  0.001
C (-4.47659, 0.79425, -0.17731)  0.008
C (-3.32559, 0.03887, -0.57227)  -0.240
N (-2.18315, 0.82370, -0.40010)  0.059
C (-3.36958, -1.15406, -1.25430)  -0.065
C (-2.27699, -1.80019, -1.86290)  -0.250
C (-2.35310, -2.94374, -2.67821)  -0.031
C (-1.06984, -3.27683, -3.04987)  -0.029
C (-0.20091, -2.36009, -2.41295)  -0.248
C (1.24564, -2.47018, -2.41467)  -0.100
C (1.73575, -3.79766, -2.92830)  -0.241
C (2.08032, -4.82033, -2.05419)  -0.027
C (2.55815, -6.04762, -2.50462)  -0.012
C (2.69384, -6.26558, -3.86932)  -0.290
O (3.13108, -7.44114, -4.41495)  -0.092
C (3.69774, -8.37979, -3.52372)  -0.100
C (2.34012, -5.26480, -4.76448)  -0.002
C (1.86785, -4.05164, -4.29243)  -0.028
C (2.16084, -1.53888, -1.99863)  -0.230
N (1.88996, -0.24176, -1.55305)  0.008
C (3.05363, 0.41399, -0.88444)  -0.293
C (2.84857, 1.89234, -0.48143)  -0.046
C (4.09270, 2.69232, -0.20075)  -0.238
C (4.67146, 2.70445, 1.06996)  -0.020
C (5.77942, 3.47958, 1.35080)  0.012
C (6.32980, 4.28939, 0.36112)  -0.282
O (7.41879, 5.02716, 0.72631)  -0.086
C (8.02622, 5.80327, -0.28549)  -0.098
C (5.74650, 4.33347, -0.89816)  -0.015
C (4.63478, 3.53353, -1.16138)  -0.053
C (1.71169, 2.58013, -0.20355)  -0.221
C (1.67878, 3.99500, 0.23804)  0.025
C (0.40641, 4.33833, 0.42697)  0.021
C (-0.43044, 3.17451, 0.13764)  -0.235
N (0.39532, 2.14781, -0.26760)  0.005
C (4.53697, -1.07468, -2.22923)  -0.033
C (3.56259, -1.95995, -2.18741)  -0.010
N (-0.93394, -1.45302, -1.72283)  0.024
C (-4.70692, -1.80610, -1.40006)  -0.209
C (-5.38997, -1.78929, -2.60494)  -0.023
C (-6.64043, -2.39056, -2.74069)  -0.017
C (-7.21604, -3.01976, -1.64525)  -0.287
O (-8.43244, -3.64033, -1.67257)  -0.088
C (-9.13060, -3.61657, -2.90009)  -0.100
C (-6.54403, -3.04413, -0.42760)  0.004
C (-5.30409, -2.44372, -0.31134)  -0.012
H (-5.20091, 9.73363, 1.33970)  0.086
H (-5.50860, 8.44398, 0.15696)  0.091
H (-3.91746, 9.23652, 0.21660)  0.091
H (-3.49572, 6.19666, 3.40463)  0.118
H (-2.37718, 4.06531, 2.78537)  0.102
H (-2.73598, 5.08875, -1.33932)  0.122
H (-3.84926, 7.19704, -0.74514)  0.094
H (-4.61202, 2.86550, 0.53976)  0.112
H (-5.49583, 0.43902, -0.21324)  0.113
H (-3.26559, -3.44819, -2.95591)  0.113
H (-0.75878, -4.10794, -3.66174)  0.106
H (1.97288, -4.65431, -0.98937)  0.122
H (2.79532, -6.82222, -1.78796)  0.101
H (4.15112, -9.15365, -4.13740)  0.087
H (2.93980, -8.83479, -2.88083)  0.091
H (4.46379, -7.91781, -2.89573)  0.092
H (2.43845, -5.45601, -5.82650)  0.115
H (1.60029, -3.27393, -5.00045)  0.126
H (4.23377, 2.09204, 1.85211)  0.133
H (6.22574, 3.49022, 2.33888)  0.121
H (8.90302, 6.26138, 0.16292)  0.088
H (7.35887, 6.59007, -0.64621)  0.092
H (8.33300, 5.18242, -1.13135)  0.092
H (6.13195, 4.98115, -1.67320)  0.099
H (4.16792, 3.57561, -2.14011)  0.133
H (2.54322, 4.61685, 0.40134)  0.111
H (0.02390, 5.28724, 0.77073)  0.121
H (5.55927, -1.36469, -2.44161)  0.116
H (3.77665, -3.00057, -2.37152)  0.109
H (-4.94177, -1.29154, -3.45763)  0.127
H (-7.14593, -2.35301, -3.69525)  0.097
H (-10.06528, -4.14485, -2.73330)  0.088
H (-8.56825, -4.12162, -3.69019)  0.092
H (-9.34750, -2.59294, -3.21718)  0.092
H (-7.00983, -3.54196, 0.41439)  0.118
H (-4.78098, -2.46285, 0.63821)  0.127
C (-0.85875, -2.87847, 4.78528)  -0.070
C (0.27286, -2.23754, 5.26364)  -0.066
C (1.23089, -1.78573, 4.37881)  -0.043
C (1.12108, -1.95883, 2.99627)  -0.105
C (-0.01511, -2.62383, 2.54947)  -0.167
C (-1.00451, -3.06031, 3.42762)  -0.003
C (2.30493, -1.51640, 2.18802)  -0.190
C (3.54422, -1.93699, 2.67730)  -0.013
C (4.68510, -1.49477, 2.07132)  -0.009
C (4.64434, -0.65992, 0.94339)  -0.136
C (5.94382, -0.20763, 0.49885)  -0.019
C (6.34881, 0.61780, -0.55464)  -0.117
C (5.56378, 1.00896, -1.59418)  -0.065
C (4.24408, 0.36597, -1.90705)  -0.204
C (3.34814, -0.37340, 0.43681)  -0.096
N (2.23270, -0.77157, 1.08275)  0.170
H (-1.63582, -3.21182, 5.46103)  0.110
H (0.39269, -2.05360, 6.32369)  0.111
H (2.08262, -1.23566, 4.75523)  0.121
H (-1.87873, -3.55151, 3.01872)  0.123
H (3.58540, -2.60309, 3.52722)  0.117
H (5.65354, -1.79994, 2.45225)  0.115
H (6.74553, -0.52453, 1.15818)  0.099
H (7.36866, 0.98560, -0.50870)  0.108
H (5.96844, 1.70103, -2.32307)  0.113
H (3.81615, 0.84870, -2.78927)  0.156
F (-0.49549, 0.60271, 2.29395)  -0.218
P (-0.93416, 1.43751, 3.66989)  0.174
F (0.54726, 1.18047, 4.26161)  -0.153
F (-2.38914, 1.68172, 3.03242)  -0.133
F (-1.35196, 2.23237, 5.00569)  -0.149
F (-1.43884, 0.04482, 4.30108)  -0.139
F (-0.40077, 2.79684, 2.99352)  -0.135
B (-1.56020, -4.97128, -0.04252)  -0.355
C (-0.78530, -3.77779, 0.55213)  0.002
N (-0.23752, -2.97347, 1.18835)  0.215
H (-0.95021, -5.57745, -0.88008)  0.027
H (-2.66522, -4.61119, -0.36856)  0.030
H (-1.58311, -5.58659, 1.02843)  0.050

DFT (wB97M-V/def2-TZVPD) results for a structure of composition C8H5Cl5N3PdS4.

Output
highest occupied orbital energy: -11.68 eV
Kohn-Sham gap: 6.18 eV
charge: +1
LUMO level: -5.5 eV

Last column: natural (NBO) charge in e.
Cartesian coordinates (Å):
Pd (-0.74248, -0.29296, -0.81555)  0.671
S (-2.39282, -2.99216, -3.95180)  0.151
C (-1.86847, -2.16547, -2.67408)  -0.617
S (-0.24967, -2.16289, -2.08781)  0.218
S (-2.73944, -1.13266, -1.61485)  0.195
Cl (-2.14202, 1.55575, 0.49263)  0.097
C (-1.42590, 0.43969, 1.64518)  -0.023
C (-0.77916, -0.64819, 1.09963)  -0.150
C (-0.14028, -1.57471, 1.89636)  -0.115
Cl (0.71589, -2.89745, 1.20613)  0.072
C (-0.18316, -1.39781, 3.28565)  -0.072
Cl (0.61010, -2.51557, 4.30675)  0.110
C (-0.86465, -0.30747, 3.84065)  -0.077
Cl (-0.91524, -0.10034, 5.53602)  0.112
C (-1.49448, 0.62972, 3.01704)  -0.117
Cl (-2.32748, 1.97884, 3.64817)  0.112
N (1.44181, 0.05459, -0.64945)  -0.626
N (1.98425, 1.07894, -1.43560)  -0.439
C (1.25290, 1.71020, -2.38098)  0.306
N (1.89278, 2.66246, -3.05720)  -0.748
S (-0.35926, 1.36023, -2.71796)  -0.132
H (1.65394, 0.21658, 0.33240)  0.411
H (1.85059, -0.83254, -0.93235)  0.409
H (2.95900, 1.29633, -1.29390)  0.403
H (2.86084, 2.89206, -2.90326)  0.411
H (1.40238, 3.14482, -3.79182)  0.438

DFT (wB97M-V/def2-TZVPD) results for a cluster of 5 separate species, C27H50ClO17P in total.

Output
highest occupied orbital energy: -9.03 eV
Kohn-Sham gap: 9.28 eV
SMILES string: CCP(CC)[C@@H]1OC(=O)O[C@]1(Cl)CCCCCCOC(C)=O.COC(=O)OC.COC(=O)OC.COC(=O)OC.COC(=O)OC
charge: 0
LUMO level: 0.3 eV

Last column: Löwdin charge in e.
Cartesian coordinates (Å):
C (-0.09716, 0.99785, 2.34108)  -0.151
C (0.64371, -0.24663, 2.86635)  -0.432
P (1.09850, -1.29450, 1.42698)  1.042
C (2.67923, -0.56291, 0.83280)  -0.404
C (3.66134, -1.60497, 0.28050)  -0.149
C (1.59995, -2.94062, 2.11038)  -0.431
O (1.29774, -4.05732, 1.24327)  0.030
C (1.60221, -5.17022, 1.97772)  -0.551
O (1.74860, -6.26594, 1.51615)  0.171
O (1.68783, -4.83946, 3.28806)  0.032
C (1.04867, -3.51938, 3.40471)  -0.757
Cl (1.66570, -2.73318, 4.84934)  0.786
C (-0.47195, -3.78070, 3.49606)  -0.146
C (-1.39537, -3.02112, 2.53885)  -0.217
C (-2.85694, -3.25279, 2.94206)  -0.185
C (-3.91306, -3.05536, 1.82964)  -0.187
C (-3.47368, -2.26278, 0.60143)  -0.165
C (-3.17440, -0.78763, 0.90005)  -0.178
O (-4.11044, 0.02785, 0.17061)  -0.012
C (-4.62376, 1.12637, 0.78133)  -0.518
C (-3.64314, 2.03506, 1.47371)  0.012
O (-5.80258, 1.38372, 0.67101)  0.112
H (-0.85184, 0.70261, 1.60744)  0.024
H (-0.55252, 1.55621, 3.15698)  0.078
H (0.60467, 1.64647, 1.80805)  0.061
H (1.53406, 0.08594, 3.40815)  0.074
H (0.02332, -0.78922, 3.57714)  0.049
H (3.17193, 0.02347, 1.61496)  0.083
H (2.40431, 0.09702, 0.00792)  0.053
H (3.16649, -2.26048, -0.44135)  0.075
H (4.10452, -2.21220, 1.06830)  0.063
H (4.47737, -1.11034, -0.24893)  0.074
H (2.68415, -2.96407, 2.25766)  0.110
H (-0.64749, -4.84552, 3.33675)  0.135
H (-0.78307, -3.57230, 4.52303)  0.109
H (-1.21520, -3.38160, 1.52565)  0.108
H (-1.18918, -1.94913, 2.54477)  0.062
H (-3.08302, -2.63253, 3.81465)  0.114
H (-2.93804, -4.28683, 3.29321)  0.109
H (-4.78294, -2.54720, 2.25833)  0.115
H (-4.26290, -4.03742, 1.50526)  0.110
H (-4.29856, -2.27203, -0.11524)  0.121
H (-2.62847, -2.72624, 0.08999)  0.107
H (-2.15861, -0.52851, 0.59185)  0.102
H (-3.28014, -0.60519, 1.97314)  0.121
H (-2.88765, 2.38317, 0.76783)  0.097
H (-4.20088, 2.86569, 1.89670)  0.091
H (-3.11453, 1.50370, 2.26819)  0.066
C (0.40434, -1.72501, -3.81425)  -0.029
O (1.34607, -0.65315, -3.66230)  -0.002
C (1.17010, 0.35594, -4.51085)  -0.625
O (0.33034, 0.42249, -5.36659)  0.131
O (2.07929, 1.29710, -4.23678)  -0.019
C (1.99319, 2.45633, -5.07437)  -0.036
H (0.66138, -2.46307, -3.06051)  0.092
H (-0.60974, -1.37013, -3.64272)  0.098
H (0.47635, -2.17139, -4.80356)  0.098
H (1.02256, 2.93619, -4.96486)  0.100
H (2.15552, 2.18810, -6.11587)  0.099
H (2.77838, 3.12723, -4.73738)  0.091
C (2.45732, 3.05109, -1.53463)  -0.035
O (3.07704, 3.70508, -0.42274)  -0.013
C (3.82201, 4.75793, -0.76628)  -0.624
O (3.99121, 5.16128, -1.88511)  0.133
O (4.34103, 5.28287, 0.34109)  -0.016
C (5.16211, 6.43613, 0.11906)  -0.026
H (1.89093, 2.21883, -1.12634)  0.084
H (1.78236, 3.73048, -2.05240)  0.103
H (3.20348, 2.66827, -2.22601)  0.092
H (4.58266, 7.23429, -0.33954)  0.101
H (6.01150, 6.18389, -0.51179)  0.098
H (5.50722, 6.74618, 1.10051)  0.095
C (-3.76584, -3.66187, -6.44088)  -0.036
O (-3.10542, -4.30039, -5.34377)  0.000
C (-2.59712, -5.49725, -5.62937)  -0.631
O (-2.65338, -6.05218, -6.69375)  0.126
O (-2.01163, -5.97152, -4.53082)  0.001
C (-1.41676, -7.26264, -4.69199)  -0.038
H (-4.11984, -2.70937, -6.05906)  0.093
H (-3.07189, -3.49739, -7.26252)  0.098
H (-4.60708, -4.26130, -6.78247)  0.097
H (-0.63842, -7.23359, -5.45175)  0.097
H (-2.16927, -7.99931, -4.96552)  0.097
H (-0.98528, -7.51261, -3.72773)  0.094
C (-0.48071, 8.03815, 4.97949)  -0.039
O (-0.12626, 6.71518, 4.56818)  0.003
C (0.58551, 6.66526, 3.44280)  -0.629
O (0.92936, 7.61302, 2.78719)  0.125
O (0.84902, 5.39074, 3.17124)  0.009
C (1.61203, 5.19166, 1.97403)  -0.035
H (-1.04950, 7.92112, 5.89673)  0.093
H (0.41073, 8.63284, 5.16816)  0.097
H (-1.09228, 8.52435, 4.22219)  0.097
H (2.57586, 5.68344, 2.04563)  0.088
H (1.06438, 5.56600, 1.11014)  0.105
H (1.76037, 4.12187, 1.87558)  0.081

DFT (wB97M-V/def2-TZVPD) results for an isolated molecule of CH3BrO.

Output
highest occupied orbital energy: -10.28 eV
Kohn-Sham gap: 11.02 eV
SMILES string: OCBr
charge: 0
LUMO level: 0.7 eV

Last column: natural (NBO) charge in e.
Cartesian coordinates (Å):
O (-0.70118, -0.58765, 0.50085)  -0.692
C (-0.14101, 0.37009, -0.29559)  -0.092
Br (-0.83233, 2.17395, 0.11951)  -0.075
H (-0.37352, -0.50067, 1.40842)  0.478
H (1.04888, 0.35371, -0.11480)  0.180
H (-0.39023, 0.16536, -1.33100)  0.200

Which formula does entry 1 have? C64H49BF6N6O4PTl

charge of number 4 (CH3BrO)? 0

Look up the charge of the first one. -1